Entry 1:
C25H36B4Ca2F16O21 | ωB97M-V/def2-TZVPD

Results
**Highest occupied orbital energy**: -10.2753 eV
**F_max**: 1.868 eV/A
**Energy relative to the best compared isomer or geometry (same formula, charge and spin)**: 0.00 kJ/mol
**Kohn-Sham gap**: 8.88 eV
**LUMO**: -1.3928 eV

Each line ends with the Mulliken charge.
Geometry (Å):
Ca1 3.114 1.952 0.559  1.728
Ca2 -0.797 -2.317 1.601  1.443
B1 5.164 0.338 3.095  0.204
F1 6.247 -0.410 2.663  -0.381
F2 5.556 1.601 3.569  -0.398
F3 4.319 0.624 1.932  -0.232
F4 4.395 -0.336 4.025  -0.373
B2 -1.518 -4.690 0.074  0.425
F5 -0.895 -5.794 -0.426  -0.304
F6 -2.894 -4.706 -0.171  -0.426
F7 -1.275 -4.545 1.491  -0.509
F8 -1.013 -3.448 -0.447  -0.325
B3 1.070 -0.176 0.655  0.830
F9 0.928 -0.637 1.970  -0.435
F10 2.375 -0.322 0.164  -0.243
F11 0.144 -0.943 -0.066  1.102
F12 0.788 1.207 0.519  -0.447
B4 4.486 1.122 -2.846  -0.075
F13 5.809 0.973 -2.456  -0.357
F14 4.062 0.065 -3.647  -0.286
F15 3.698 1.164 -1.632  0.200
F16 4.269 2.340 -3.501  -0.379
C1 -1.456 3.653 -2.140  0.366
C2 -0.757 4.868 -2.776  -0.460
O1 0.581 4.814 -2.261  -0.387
C3 0.713 3.760 -1.460  0.010
O2 1.740 3.493 -0.890  -0.475
O3 -0.397 3.044 -1.362  0.489
H1 -1.795 2.917 -2.863  -0.001
H2 -2.255 3.915 -1.451  -0.005
H3 -1.198 5.833 -2.537  0.297
H4 -0.736 4.798 -3.862  0.320
C4 -0.755 5.161 2.836  -0.498
C5 -0.612 3.980 1.873  0.412
O4 -1.956 3.714 1.478  0.411
C6 -2.787 4.650 1.986  0.019
O5 -3.967 4.617 1.862  -0.569
O6 -2.095 5.607 2.633  -0.423
H5 -0.036 5.960 2.659  0.366
H6 -0.621 4.888 3.885  0.245
H7 -0.163 3.106 2.344  -0.045
H8 -0.018 4.178 0.983  0.043
C7 -5.316 0.899 0.044  -0.742
C8 -4.097 1.765 -0.310  -0.365
O7 -3.002 0.988 0.201  1.781
C9 -3.418 -0.260 0.427  -1.469
O8 -2.683 -1.170 0.700  -0.230
O9 -4.729 -0.385 0.281  -0.365
H9 -6.004 0.814 -0.791  0.387
H10 -5.807 1.249 0.949  0.248
H11 -4.129 2.720 0.210  0.282
H12 -3.970 1.911 -1.381  0.304
C10 -5.463 1.699 4.534  -1.654
C11 -4.232 1.993 3.706  1.011
C12 -3.070 2.605 4.518  -0.506
O10 -1.916 1.905 4.033  -0.267
C13 -2.318 0.756 3.472  0.238
O11 -1.619 -0.176 3.227  -0.523
O12 -3.640 0.792 3.200  -0.248
H13 -5.979 0.827 4.143  0.375
H14 -6.109 2.579 4.514  0.413
H15 -5.210 1.567 5.586  0.394
H16 -4.455 2.663 2.875  -0.112
H17 -3.171 2.387 5.584  0.489
H18 -2.950 3.679 4.403  0.229
C14 2.596 -2.483 -4.908  -1.386
C15 3.227 -2.694 -3.558  0.707
C16 2.573 -1.907 -2.420  0.118
O13 2.085 -2.916 -1.516  0.479
C17 2.381 -4.159 -1.980  0.044
O14 2.057 -5.167 -1.454  -0.502
O15 3.042 -4.070 -3.151  -0.472
H19 1.507 -2.436 -4.922  0.166
H20 2.896 -3.257 -5.615  0.385
H21 2.990 -1.532 -5.281  0.355
H22 4.290 -2.489 -3.650  0.243
H23 1.735 -1.290 -2.735  -0.157
H24 3.322 -1.343 -1.879  -0.100
C18 5.233 -4.088 0.234  -1.312
C19 4.510 -4.419 1.507  0.550
C20 4.640 -3.392 2.652  -0.349
O16 3.305 -2.899 2.814  -0.245
C21 2.474 -3.603 2.067  0.434
O17 1.287 -3.405 2.016  -0.648
O18 3.089 -4.504 1.313  -0.253
H25 4.898 -4.781 -0.546  0.337
H26 6.304 -4.237 0.352  0.480
H27 5.013 -3.089 -0.144  0.169
H28 4.848 -5.386 1.878  0.288
H29 5.313 -2.550 2.499  0.137
H30 4.993 -3.865 3.571  0.252
C22 -1.429 -2.715 -3.400  -1.692
C23 -2.144 -1.610 -2.686  1.685
C24 -1.449 -0.247 -2.788  0.162
O19 -2.511 0.684 -2.915  -0.308
C25 -3.661 0.012 -3.200  0.411
O20 -4.694 0.563 -3.403  -0.593
O21 -3.466 -1.314 -3.191  -0.475
H31 -1.281 -2.580 -4.471  0.464
H32 -1.898 -3.685 -3.221  0.376
H33 -0.450 -2.839 -2.923  0.114
H34 -2.254 -1.868 -1.638  -0.422
H35 -0.716 -0.173 -3.599  0.514
H36 -0.835 -0.093 -1.897  -0.501

=====

Entry 2:
C25H36Br2GeN5Y | ωB97M-V/def2-TZVPD

Results
**Charge**: +4
**Highest occupied orbital energy**: -19.2600 eV
**F_max**: 1.172 eV/A
**Energy relative to the best compared isomer or geometry (same formula, charge and spin)**: 258.04 kJ/mol
**Kohn-Sham gap**: 5.53 eV
**LUMO**: -13.7280 eV

Each line ends with the Mulliken charge.
Geometry (Å):
Y1 -0.720 1.497 -0.264  1.337
C1 2.169 1.514 1.530  -0.772
N1 1.779 1.797 0.108  -0.375
C2 2.243 3.149 -0.350  -1.067
C3 1.080 4.054 -0.598  0.275
N2 -0.191 3.628 -0.590  0.113
C4 -0.975 4.753 -0.927  0.549
C5 -2.355 4.901 -1.045  -0.384
C6 -2.824 6.152 -1.400  -0.901
C7 -1.950 7.229 -1.629  -0.589
C8 -0.583 7.094 -1.498  -0.989
C9 -0.125 5.832 -1.142  0.723
N3 1.165 5.336 -0.919  -0.022
C10 1.006 1.037 2.340  -0.201
N4 -0.240 0.943 1.855  0.006
C11 -1.039 0.466 2.920  0.656
C12 -2.402 0.195 2.983  -0.579
C13 -2.895 -0.251 4.194  -0.837
C14 -2.059 -0.423 5.311  -0.586
C15 -0.705 -0.157 5.255  -1.013
C16 -0.222 0.287 4.031  0.803
N5 1.062 0.660 3.610  -0.007
H1 2.970 0.773 1.556  0.520
H2 2.574 2.417 1.988  0.511
H3 2.300 1.134 -0.461  0.267
H4 2.918 3.593 0.382  0.495
H5 2.821 3.040 -1.271  0.498
H6 -3.051 4.101 -0.818  0.486
H7 -3.889 6.318 -1.489  0.451
H8 -2.363 8.190 -1.901  0.445
H9 0.087 7.928 -1.662  0.462
H10 2.020 5.875 -0.991  0.273
H11 -3.072 0.336 2.140  0.307
H12 -3.950 -0.466 4.295  0.468
H13 -2.491 -0.766 6.241  0.443
H14 -0.067 -0.283 6.120  0.466
H15 1.890 0.666 4.193  0.283
Br1 -1.179 1.667 -3.267  -0.018
C17 -3.095 1.599 -2.971  -0.551
Br2 -3.499 1.074 -1.127  -0.117
H16 -3.526 0.847 -3.622  0.451
H17 -3.501 2.594 -3.121  0.530
C18 0.529 -5.917 -2.709  -1.521
C19 0.347 -4.403 -2.756  -0.115
C20 -1.006 -3.987 -2.183  -0.701
C21 -1.325 -2.460 -2.315  -0.545
Ge1 -0.537 -2.172 -0.596  -0.242
C22 1.279 -2.358 0.030  -0.433
C23 1.283 -3.784 0.668  -0.688
C24 2.714 -4.163 1.089  -0.711
C25 3.637 -4.443 -0.090  -1.050
H18 1.532 -6.193 -3.030  0.376
H19 -0.178 -6.415 -3.372  0.432
H20 0.377 -6.312 -1.702  0.353
H21 0.404 -4.046 -3.786  0.490
H22 1.170 -3.918 -2.217  0.089
H23 -1.152 -4.371 -1.145  0.345
H24 -1.823 -4.486 -2.718  0.549
H25 -2.390 -2.245 -2.261  0.476
H26 -0.879 -2.015 -3.199  0.501
H27 -1.552 -2.377 0.541  0.224
H28 1.523 -1.634 0.811  0.451
H29 1.974 -2.290 -0.805  0.568
H30 0.938 -4.535 -0.047  0.121
H31 0.621 -3.800 1.537  0.599
H32 2.625 -5.053 1.714  0.399
H33 3.119 -3.373 1.729  0.310
H34 3.175 -5.140 -0.793  0.215
H35 4.561 -4.904 0.253  0.403
H36 3.920 -3.538 -0.633  0.292

=====

Entry 3:
C25H36Cl3GeN4O6Tc | ωB97M-V/def2-TZVPD

Results
**Multiplicity**: 4
**Charge**: +1
**Highest occupied orbital energy (alpha / beta)**: -11.4089 / -11.4138 eV
**F_max**: 2.875 eV/A
**Energy relative to the best compared isomer or geometry (same formula, charge and spin)**: 50.69 kJ/mol
**Kohn-Sham gap (alpha / beta)**: 9.07 / 7.52 eV
**LUMO (alpha / beta)**: -2.3346 / -3.8902 eV

Each line ends with the Mulliken spin population.
Geometry (Å):
Tc1 0.185 0.125 -1.131  2.856
C1 0.782 -3.791 -1.172  0.001
C2 -0.307 -2.930 -0.535  0.006
C3 -1.070 -3.680 0.547  -0.002
O1 0.310 -1.755 0.012  -0.008
C4 -1.326 -2.495 -1.677  -0.008
O2 -1.967 -3.370 -2.212  0.009
O3 -1.349 -1.255 -1.899  0.072
H1 1.472 -4.149 -0.409  0.000
H2 1.342 -3.205 -1.899  0.000
H3 0.333 -4.644 -1.670  0.000
H4 -0.395 -4.025 1.326  0.000
H5 -1.567 -4.541 0.105  0.001
H6 -1.824 -3.033 0.995  0.000
H7 -0.008 -1.630 0.928  0.002
C5 1.192 -1.452 -5.039  -0.003
C6 1.220 -0.982 -3.705  0.162
N1 1.217 -0.617 -2.610  -0.133
H8 0.928 -0.607 -5.677  0.005
H9 0.410 -2.208 -5.129  0.004
H10 2.149 -1.874 -5.344  0.006
Cl1 3.248 -0.283 3.814  0.000
C7 1.595 0.303 4.142  -0.001
Cl2 1.454 2.026 3.695  0.001
Cl3 1.179 0.063 5.864  0.000
C8 0.690 -0.454 3.327  0.000
N2 -0.012 -1.063 2.660  0.000
C9 -0.366 3.550 -3.740  -0.006
C10 -0.244 2.090 -3.344  0.018
O4 -0.330 1.178 -4.149  0.022
O5 -0.031 1.898 -2.083  0.007
H11 0.306 3.769 -4.567  0.000
H12 -0.134 4.193 -2.897  0.000
H13 -1.378 3.741 -4.086  0.000
C11 4.046 -1.348 -0.805  0.003
Ge1 3.675 0.604 -0.774  0.014
C12 4.927 1.558 0.456  0.003
C13 3.818 1.323 -2.628  0.009
C14 1.826 0.901 -0.034  -0.135
H14 4.936 -1.553 -1.391  0.000
H15 3.210 -1.874 -1.252  0.001
H16 4.201 -1.738 0.194  0.000
H17 5.960 1.389 0.168  0.000
H18 4.804 1.216 1.478  -0.001
H19 4.746 2.628 0.431  0.000
H20 4.556 2.120 -2.682  0.000
H21 2.860 1.704 -2.966  -0.001
H22 4.128 0.533 -3.306  0.000
H23 1.726 1.978 0.092  0.014
H24 1.850 0.457 0.963  0.033
C15 -5.549 2.532 0.679  0.000
N3 -4.374 2.056 0.005  0.014
N4 -3.186 1.842 0.647  0.006
C16 -2.333 1.192 -0.211  -0.023
O6 -1.170 0.854 0.153  0.020
C17 -3.044 1.000 -1.416  0.022
C18 -4.305 1.523 -1.234  0.004
C19 -5.464 1.530 -2.152  0.001
C20 -2.836 2.519 1.839  -0.001
C21 -3.032 3.895 1.902  0.004
C22 -2.716 4.577 3.061  -0.001
C23 -2.212 3.889 4.154  0.001
C24 -1.983 2.526 4.072  -0.001
C25 -2.290 1.831 2.913  0.002
H25 -5.360 2.598 1.750  0.000
H26 -6.377 1.841 0.506  0.001
H27 -5.829 3.521 0.312  0.000
H28 -2.675 0.502 -2.289  -0.004
H29 -5.153 1.179 -3.131  0.000
H30 -5.884 2.531 -2.241  0.000
H31 -6.247 0.867 -1.783  0.000
H32 -3.429 4.422 1.048  0.000
H33 -2.863 5.644 3.109  0.000
H34 -1.999 4.416 5.071  0.000
H35 -1.581 1.996 4.921  0.000
H36 -2.120 0.769 2.844  0.000